The following is a DFT calculation (ωB97M-V with the def2-TZVPD basis set) of C26H42ClF5NbO13S as an isolated structure in a non-equilibrium geometry.

- lowest unoccupied orbital energy (eV) = 2.11
- highest occupied orbital energy (eV) = -4.583
- charge = -1
- HOMO-LUMO gap (eV) = 6.69
- molecular weight (g/mol) = 818.0

Each line ends with the Mulliken charge.
Positions of all 89 atoms, in Å:
C (4.310146, 1.405143, 1.243726)  -1.20
C (3.253149, 0.346141, 0.778637)  0.30
Cl (2.954265, -0.694100, 2.228073)  -0.17
C (2.013659, 1.124714, 0.270406)  -0.50
Nb (0.257289, -0.091578, -0.527378)  -0.71
S (-0.570191, -0.763358, 1.748170)  -0.39
C (1.522428, -2.025676, -0.679559)  -0.81
C (0.775937, -3.023143, -1.507101)  0.12
O (0.998798, -3.186850, -2.689034)  -0.59
C (-1.035009, 1.782579, -0.362221)  -1.38
C (-2.368208, 1.760718, -1.178200)  -0.13
C (-3.407235, 0.710121, -0.738652)  -0.39
C (-4.122513, 1.000561, 0.585136)  0.96
F (-5.127994, 1.920440, 0.463019)  -0.35
F (-3.307983, 1.361809, 1.593073)  -0.26
C (-4.827891, -0.320450, 1.072837)  0.48
F (-3.914079, -1.178628, 1.513433)  -0.21
F (-5.485696, -0.914906, 0.082881)  -0.26
F (-5.622985, -0.050993, 2.115294)  -0.28
H (4.358927, 2.245527, 0.534497)  0.33
H (3.914919, 1.840933, 2.175342)  0.20
H (5.307619, 0.963534, 1.384609)  0.38
H (3.761919, -0.229958, -0.004309)  0.30
H (1.698918, 1.855848, 1.035905)  0.32
H (2.381587, 1.731674, -0.581122)  0.40
H (-1.077455, -1.067723, -1.311723)  0.04
H (0.795135, 0.342869, -2.214012)  0.04
H (-0.362327, 0.294597, 2.578703)  0.07
H (1.624727, -2.486275, 0.319323)  0.35
H (2.517118, -1.843101, -1.110232)  0.25
H (0.004445, -3.676905, -1.030936)  0.40
H (-0.413925, 2.587910, -0.813151)  0.52
H (-1.159742, 2.059806, 0.696060)  0.43
H (-2.083649, 1.496925, -2.218573)  0.19
H (-2.770392, 2.789919, -1.228514)  0.34
H (-4.203050, 0.708118, -1.507075)  0.02
H (-3.023711, -0.317069, -0.696080)  0.22
C (-0.574671, -4.168792, -5.211931)  -1.41
C (-1.578250, -5.126139, -4.619305)  0.55
C (-1.810761, -6.361398, -5.449904)  -0.43
O (-3.164208, -6.699820, -5.131234)  -0.35
C (-3.789775, -5.543338, -4.777628)  0.60
O (-4.969282, -5.429608, -4.656828)  -0.56
O (-2.894498, -4.546002, -4.585116)  -0.26
H (-0.368175, -3.359477, -4.514183)  0.28
H (0.365119, -4.672874, -5.439790)  0.37
H (-0.967526, -3.711486, -6.123874)  0.37
H (-1.292199, -5.383904, -3.595859)  0.22
H (-1.138550, -7.176002, -5.185589)  0.32
H (-1.742408, -6.176237, -6.525647)  0.28
C (3.456091, -3.791814, 6.215860)  -1.40
C (4.859244, -3.625572, 5.678137)  0.50
C (5.652518, -2.546034, 6.369071)  -0.49
O (6.538222, -2.109802, 5.340284)  -0.34
C (5.918946, -2.357240, 4.149315)  0.62
O (6.283617, -1.929689, 3.106198)  -0.50
O (4.832229, -3.161277, 4.324493)  -0.30
H (2.973785, -4.655826, 5.757544)  0.35
H (3.462815, -3.933239, 7.298033)  0.37
H (2.843651, -2.922627, 5.971079)  0.34
H (5.389927, -4.582807, 5.700709)  0.23
H (6.212831, -2.920759, 7.224781)  0.32
H (5.039679, -1.697753, 6.686872)  0.31
C (3.392045, 4.925627, 5.830697)  -1.43
C (3.402202, 5.488904, 4.427934)  0.46
C (2.146891, 6.241366, 4.061514)  -0.51
O (2.070742, 6.045788, 2.649931)  -0.34
C (2.706321, 4.870220, 2.373436)  0.56
O (2.650677, 4.301181, 1.336301)  -0.43
O (3.413458, 4.439806, 3.456317)  -0.26
H (4.363718, 4.493388, 6.073082)  0.35
H (3.165451, 5.700342, 6.564964)  0.37
H (2.658697, 4.122525, 5.918593)  0.35
H (4.292903, 6.106272, 4.274440)  0.25
H (2.209703, 7.302310, 4.299524)  0.31
H (1.245912, 5.824975, 4.520903)  0.30
C (-6.317774, 3.289611, -5.405358)  -1.47
C (-5.038966, 2.499248, -5.564055)  0.48
C (-5.039068, 1.182354, -4.827740)  -0.50
O (-3.656049, 0.996396, -4.530952)  -0.21
C (-3.089903, 2.230848, -4.461014)  0.62
O (-2.008569, 2.447450, -4.026623)  -0.53
O (-3.936955, 3.180427, -4.954622)  -0.37
H (-6.301116, 4.172026, -6.046853)  0.36
H (-7.188410, 2.687362, -5.668844)  0.37
H (-6.425886, 3.646641, -4.379979)  0.35
H (-4.809311, 2.359690, -6.625026)  0.26
H (-5.415010, 0.361244, -5.435911)  0.36
H (-5.597029, 1.214344, -3.887398)  0.30

Atomic forces in eV per Å
-0.5 -0.2 0.2
1.0 2.2 -0.1
0.0 -0.1 -0.3
0.5 -0.9 -0.6
0.1 1.2 2.4
0.1 -0.1 0.1
-0.8 -1.6 0.0
1.0 0.8 0.3
-0.2 -0.4 -0.7
0.0 -0.2 -0.8
1.0 -0.4 0.1
-0.6 1.1 -0.1
-0.3 -1.9 -0.7
0.3 0.3 0.0
-0.1 0.5 0.0
1.3 0.9 0.4
0.2 -0.3 0.0
-0.7 0.0 0.0
-0.7 -0.1 -0.2
0.0 -0.5 0.0
0.5 -0.1 -0.2
-0.3 0.1 0.2
-0.7 -0.3 0.3
-0.1 -0.4 -0.1
-0.1 -0.2 0.3
0.0 -0.2 -0.5
-0.2 -0.1 0.1
-0.1 -0.2 -0.6
0.0 0.6 -0.1
-0.4 0.1 -0.1
0.1 0.5 0.2
-0.1 -0.4 0.1
-0.1 -0.1 -0.3
-0.3 0.1 0.9
-0.4 -0.5 0.1
0.1 -0.1 0.4
0.3 0.4 0.0
-0.3 0.6 0.0
0.7 0.4 -0.3
0.1 -0.3 0.0
-0.1 0.2 0.0
-0.1 0.2 0.1
0.1 -0.1 0.0
-0.3 -0.5 -0.1
0.2 -0.1 0.0
0.0 0.0 0.1
-0.1 -0.2 -0.1
-0.1 0.0 0.0
-0.2 -0.1 0.0
0.0 0.1 0.0
-0.2 -0.1 -0.3
-0.7 -0.1 0.3
0.3 0.0 0.2
-0.2 0.0 -0.1
-0.1 0.1 -0.5
0.1 -0.1 0.2
0.6 0.2 0.2
0.0 0.0 0.1
0.1 0.0 0.0
0.1 0.1 0.1
0.1 0.1 0.0
0.1 0.1 -0.1
-0.1 -0.1 0.0
0.2 -0.4 0.0
0.0 -0.2 0.7
-0.1 0.3 -0.1
0.1 -0.2 0.1
0.0 -0.2 -0.3
0.0 0.2 0.1
-0.2 0.3 -0.2
0.0 0.1 0.0
0.0 0.0 -0.1
-0.1 0.1 -0.1
-0.1 0.0 -0.1
0.0 0.0 -0.2
0.1 -0.1 0.1
0.1 0.4 0.0
-0.6 0.2 0.1
0.0 -0.4 -0.1
0.0 0.3 0.0
0.4 0.0 0.1
-0.1 0.2 -0.6
0.1 -0.3 0.0
0.0 -0.1 0.0
0.1 0.0 0.0
0.0 -0.2 0.0
0.1 -0.1 0.0
0.2 -0.1 0.1
0.0 0.1 0.0


The following is a DFT calculation (ωB97M-V with the def2-TZVPD basis set) of a 2-piece molecular cluster, CH4F2OSi overall in a non-equilibrium geometry.

- lowest unoccupied orbital energy (eV) = -0.24
- highest occupied orbital energy (eV) = -10.101
- HOMO-LUMO gap (eV) = 9.86
- molecular weight (g/mol) = 98.1

Each line ends with the Mulliken charge.
Positions of all 9 atoms, in Å:
C (-0.924287, 0.556363, -0.131809)  -0.24
O (-1.412067, -0.074330, 0.964405)  -0.51
F (1.634914, -0.660091, -1.208320)  -0.19
F (1.968684, -0.637037, 1.123857)  -0.16
Si (2.842655, -0.430025, -0.180966)  0.32
H (-1.235296, 0.160704, -1.206541)  0.21
H (0.159554, 0.581492, -0.176285)  -0.01
H (-1.352045, 1.513739, -0.097866)  0.28
H (-1.682116, -1.010813, 0.913527)  0.30

Atomic forces in eV per Å
0.1 -0.9 -3.8
-1.2 -1.9 2.1
0.2 -0.1 -0.7
-0.1 -0.1 1.0
0.2 0.0 -0.3
0.3 0.2 2.1
0.0 0.2 0.2
-0.2 1.7 -0.1
0.6 0.9 -0.6


The following is a DFT calculation (ωB97M-V with the def2-TZVPD basis set) of C48H53FI2N as an isolated structure.

- lowest unoccupied orbital energy (eV) = -3.75
- highest occupied orbital energy (eV) = -10.729
- charge = +1
- HOMO-LUMO gap (eV) = 6.98
- molecular weight (g/mol) = 916.8

Each line ends with the Mulliken charge.
Positions of all 105 atoms, in Å:
C (1.965960, -0.386430, -1.388108)  -1.29
C (1.201973, -1.241287, -2.333524)  0.22
N (-0.006472, -0.781845, -2.689061)  0.17
C (-0.852655, -1.432297, -3.510786)  -0.68
C (-0.521204, -2.668351, -4.015612)  -0.52
C (-1.428964, -3.467213, -4.900648)  -1.45
C (-1.941566, -4.737585, -4.214536)  0.41
C (-2.290397, -4.570441, -2.750515)  -1.12
F (-0.940914, -5.695452, -4.324560)  -0.31
C (0.740760, -3.172374, -3.663030)  0.53
C (1.636292, -2.478208, -2.859177)  1.02
C (3.004208, -3.053706, -2.538619)  -0.73
I (4.586522, -1.740254, -3.207170)  0.23
C (3.289885, -4.456290, -3.094341)  -0.96
C (2.387396, -5.541014, -2.465810)  -1.05
I (3.344304, -4.573564, -5.256315)  0.22
H (2.399297, -0.955806, -0.574062)  0.39
H (1.327459, 0.396581, -0.989063)  0.19
H (2.767803, 0.107911, -1.923751)  0.05
H (-0.332675, 0.104071, -2.325714)  0.29
H (-1.793752, -0.957348, -3.743920)  0.65
H (-2.253388, -2.872856, -5.281141)  0.48
H (-0.831688, -3.805903, -5.744592)  0.37
H (-2.824535, -5.106424, -4.729448)  0.37
H (-2.902109, -5.396556, -2.405504)  0.42
H (-2.846563, -3.650892, -2.589126)  0.22
H (-1.385906, -4.572540, -2.146535)  0.23
H (1.000438, -4.132848, -4.066970)  0.25
H (3.087568, -3.155827, -1.458785)  0.62
H (4.309130, -4.684845, -2.816636)  0.80
H (1.562421, -5.132053, -1.892386)  0.32
H (1.982659, -6.181153, -3.242089)  0.33
H (2.988317, -6.189812, -1.839217)  0.35
C (8.364179, 0.168064, -0.212753)  -0.58
C (9.525935, 0.924082, -0.146530)  -0.35
C (9.910640, 1.703320, -1.228999)  -0.40
C (9.131185, 1.731863, -2.376887)  -0.48
C (7.967992, 0.977796, -2.442354)  -0.18
C (7.586319, 0.194106, -1.361778)  0.06
H (8.065952, -0.441228, 0.630754)  0.35
H (10.132658, 0.905905, 0.749237)  0.37
H (10.819398, 2.288357, -1.178264)  0.37
H (9.430972, 2.340800, -3.219825)  0.37
H (7.359699, 1.001005, -3.339294)  0.36
H (6.679777, -0.395142, -1.418929)  0.10
C (-1.964782, 2.740708, 2.860474)  -0.32
C (-2.011108, 1.360208, 3.001159)  -0.30
C (-1.612930, 0.542140, 1.954841)  -0.80
C (-1.161284, 1.105273, 0.769344)  -0.01
C (-1.113330, 2.487027, 0.629397)  -0.29
C (-1.516843, 3.304957, 1.674397)  -0.70
H (-2.275977, 3.377100, 3.678739)  0.35
H (-2.357529, 0.919671, 3.927723)  0.48
H (-1.654613, -0.534247, 2.065434)  0.37
H (-0.846540, 0.471902, -0.053164)  0.36
H (-0.760212, 2.929497, -0.294875)  0.47
H (-1.481803, 4.380596, 1.564405)  0.40
C (-5.751689, 0.115140, -4.519359)  -0.57
C (-6.213932, 1.351652, -4.091520)  -0.36
C (-5.801061, 1.865877, -2.869412)  -0.48
C (-4.919831, 1.146875, -2.074447)  -0.53
C (-4.456733, -0.089123, -2.503799)  -0.35
C (-4.873113, -0.606874, -3.723581)  -0.14
H (-6.079033, -0.286619, -5.469272)  0.38
H (-6.899170, 1.915003, -4.710704)  0.38
H (-6.168145, 2.827255, -2.535692)  0.38
H (-4.596233, 1.547387, -1.122165)  0.46
H (-3.771435, -0.653069, -1.879427)  0.48
H (-4.518787, -1.577548, -4.053249)  0.37
C (1.523867, 3.891909, -3.979378)  -0.52
C (2.252172, 5.072270, -3.933519)  -0.42
C (3.618541, 5.037434, -3.690406)  -0.43
C (4.260639, 3.822109, -3.497612)  -0.53
C (3.533130, 2.642268, -3.544549)  -0.36
C (2.165774, 2.677204, -3.782813)  -0.12
H (0.458809, 3.920117, -4.171965)  0.40
H (1.754800, 6.020273, -4.089647)  0.37
H (4.183929, 5.958905, -3.651217)  0.38
H (5.325998, 3.794953, -3.309279)  0.45
H (4.029332, 1.692634, -3.393859)  0.32
H (1.599080, 1.752591, -3.824148)  0.48
C (-2.725752, 3.177421, 8.430303)  -0.47
C (-2.837458, 2.742626, 7.117248)  -0.17
C (-3.880848, 3.194095, 6.321770)  -0.13
C (-4.809426, 4.089397, 6.833829)  -0.66
C (-4.695778, 4.527403, 8.145808)  -0.37
C (-3.656613, 4.069233, 8.944554)  -0.42
H (-1.914775, 2.821717, 9.052669)  0.36
H (-2.110792, 2.048626, 6.712224)  0.41
H (-3.970421, 2.844256, 5.300196)  0.31
H (-5.621102, 4.444201, 6.211989)  0.37
H (-5.418558, 5.225645, 8.547006)  0.37
H (-3.572227, 4.407784, 9.968812)  0.37
C (-4.031713, -2.033553, 7.029331)  -0.63
C (-3.253195, -0.890658, 7.153063)  0.02
C (-1.896267, -1.002192, 7.423873)  -0.26
C (-1.316017, -2.255623, 7.564126)  -0.52
C (-2.094355, -3.397716, 7.437827)  -0.40
C (-3.452645, -3.286807, 7.173106)  -0.33
H (-5.090754, -1.946905, 6.823239)  0.38
H (-3.704569, 0.087163, 7.041914)  0.37
H (-1.289632, -0.111249, 7.529812)  0.29
H (-0.257964, -2.341945, 7.775780)  0.37
H (-1.642824, -4.375062, 7.549376)  0.37
H (-4.060580, -4.177632, 7.081666)  0.36

Atomic forces in eV per Å
-0.1 0.2 -0.2
0.3 -0.4 0.2
-0.2 -0.4 -0.4
-0.2 -0.6 -0.4
0.4 0.5 0.3
0.3 -0.2 0.1
-0.4 0.4 0.3
0.1 -0.2 0.0
0.2 -0.3 0.0
-0.2 0.4 0.0
-0.2 0.3 0.0
-0.3 -0.1 -0.5
-0.1 0.0 0.2
-0.2 0.0 0.3
0.2 -0.1 -0.6
0.2 0.0 0.1
0.1 -0.1 0.1
-0.1 0.0 0.2
0.3 0.1 0.0
0.2 0.1 0.2
-0.1 0.2 0.1
-0.1 0.1 0.1
-0.1 0.0 -0.3
0.1 -0.1 -0.4
-0.1 -0.1 0.0
-0.1 0.2 0.1
0.1 0.2 0.1
0.1 -0.2 0.0
0.2 0.2 0.2
0.2 0.1 -0.2
-0.1 0.1 0.1
-0.3 -0.1 0.0
0.0 0.0 0.3
0.0 0.0 0.0
0.0 0.0 0.0
0.0 0.0 0.0
0.0 0.0 0.0
0.0 0.0 0.0
0.0 0.0 0.0
0.0 0.0 0.0
0.0 0.0 0.0
0.0 0.0 0.0
0.0 0.0 0.0
0.0 0.0 0.0
0.0 0.0 0.1
0.0 0.0 0.0
0.0 0.0 0.0
0.0 -0.2 -0.1
0.0 0.2 0.0
0.0 0.0 -0.1
0.0 0.0 0.0
0.0 0.0 0.0
0.0 0.0 0.0
0.0 0.0 0.0
0.0 -0.1 0.0
0.0 0.0 0.0
0.0 0.0 0.0
0.0 0.0 0.0
0.0 0.0 0.0
0.0 0.0 0.0
0.0 0.0 0.0
0.1 0.0 0.0
0.1 0.0 0.0
0.0 0.0 0.0
0.0 0.0 0.0
0.0 0.0 0.0
0.0 0.0 0.0
-0.1 0.0 0.1
0.0 0.0 0.0
0.0 0.0 0.0
0.0 0.0 0.0
0.0 0.0 0.0
0.0 0.0 0.0
-0.1 0.0 0.0
0.0 0.0 0.0
0.0 0.0 0.0
0.0 0.0 0.0
0.0 0.0 0.0
0.0 0.0 0.0
0.1 -0.1 0.0
0.0 0.0 -0.1
0.0 0.0 0.0
0.0 0.0 0.0
0.0 0.0 0.0
0.0 0.0 0.0
0.0 0.0 0.0
0.0 0.0 0.0
0.0 0.0 0.0
0.0 0.0 0.0
0.0 0.0 0.0
0.0 0.0 0.0
0.0 0.0 0.0
0.0 0.0 0.0
0.0 0.0 0.0
0.0 0.0 0.0
0.0 0.0 0.0
0.0 0.0 0.0
0.0 0.0 0.0
0.0 0.0 0.0
0.0 0.0 0.0
0.0 0.0 0.0
0.0 0.0 0.0
0.0 0.0 0.0
0.0 0.0 0.0
0.0 0.0 0.0


The following is a DFT calculation (ωB97M-V with the def2-TZVPD basis set) of one molecule with the formula C2HBrClNO2 in a non-equilibrium geometry.

- lowest unoccupied orbital energy (eV) = -0.32
- highest occupied orbital energy (eV) = -10.128
- HOMO-LUMO gap (eV) = 9.81
- molecular weight (g/mol) = 186.4

Each line ends with the Mulliken charge.
Positions of all 8 atoms, in Å:
C (0.532309, 0.230026, -0.250060)  -0.20
C (-0.557016, 0.937067, 0.011499)  0.29
N (0.474970, -1.188498, -0.006210)  0.74
O (0.997892, -1.649265, 0.958100)  -0.51
O (-0.150238, -1.744636, -0.902866)  -0.42
Cl (-0.689239, 2.582625, -0.099438)  -0.13
Br (-2.053998, -0.000129, 0.707284)  -0.08
H (1.445318, 0.832807, -0.418311)  0.32

Atomic forces in eV per Å
0.4 2.6 0.7
-0.5 -2.0 0.5
-0.3 0.5 -2.4
0.4 -0.7 0.8
0.5 -0.9 0.8
0.0 1.3 -0.2
-0.4 0.5 0.0
-0.2 -1.3 -0.1


Question: Number 3 is which compound?
Answer: C48H53FI2N